A structure of composition C52H92Cl2N16O13V, computed with ωB97M-V with the def2-TZVPD basis set.

The value obtained for the gap between HOMO and LUMO (alpha / beta) is 8.96 / 8.97 eV. For the HOMO energy (alpha / beta), the calculation gives -15.04 / -15.04 eV. For the calculated total energy, the calculation gives -5754.34990 Ha. As for the expectation value of S²: 0.763.

```
! wB97M-V def2-TZVPD RIJCOSX def2/J DEFGRID3
* xyz 4 2
O -0.33 1.30 0.15
V 0.50 0.04 0.07
C -1.02 4.06 3.21
C -0.08 4.38 4.40
N 1.36 4.11 4.13
C 2.07 4.33 2.91
C 3.30 3.72 3.07
N 3.44 3.37 4.38
C 2.25 3.54 4.98
C 4.47 2.43 4.88
H -2.07 4.32 3.48
H -0.86 3.02 2.91
H -0.87 4.78 2.40
H -0.44 3.78 5.29
H -0.24 5.43 4.61
H 1.46 4.66 2.07
H 4.11 3.67 2.36
H 1.97 3.20 5.96
H 5.09 2.94 5.60
H 5.08 2.04 4.02
H 3.86 1.64 5.38
C -1.60 -4.79 1.10
C -0.57 -4.86 -0.06
N -0.75 -5.97 -1.04
C -0.02 -6.04 -2.24
C -0.60 -7.08 -2.90
N -1.64 -7.58 -2.12
C -1.69 -6.91 -1.01
C -2.53 -8.63 -2.52
H -2.54 -4.53 0.57
H -1.20 -3.99 1.72
H -1.60 -5.70 1.67
H 0.47 -4.83 0.24
H -0.71 -3.91 -0.64
H 0.87 -5.46 -2.41
H -0.24 -7.50 -3.81
H -2.43 -7.08 -0.25
H -1.87 -9.37 -2.93
H -3.16 -8.23 -3.35
H -3.13 -9.02 -1.66
C -8.55 3.42 3.11
C -7.84 2.10 3.34
N -6.53 2.05 2.62
C -6.27 2.59 1.37
C -4.96 2.34 1.07
N -4.50 1.62 2.12
C -5.44 1.51 3.11
C -3.09 1.13 2.37
H -9.36 3.60 3.83
H -8.96 3.56 2.12
H -7.91 4.28 3.32
H -8.39 1.23 2.96
H -7.66 1.77 4.35
H -6.98 3.08 0.72
H -4.34 2.69 0.25
H -5.22 1.16 4.08
H -3.00 0.22 1.84
H -2.74 1.27 3.38
H -2.46 1.79 1.76
C -5.84 -4.31 0.97
C -6.37 -2.85 0.79
N -5.85 -2.16 -0.44
C -6.65 -1.97 -1.57
C -5.84 -1.44 -2.49
N -4.53 -1.31 -1.94
C -4.60 -1.81 -0.68
C -3.30 -0.85 -2.73
H -5.95 -4.86 0.01
H -6.48 -4.70 1.70
H -4.80 -4.45 1.31
H -6.26 -2.23 1.68
H -7.42 -2.98 0.61
H -7.67 -2.26 -1.53
H -6.02 -1.16 -3.50
H -3.81 -1.97 0.06
H -2.45 -0.75 -2.04
H -3.58 0.04 -3.30
H -2.96 -1.66 -3.36
C 5.51 3.46 -1.88
C 4.66 3.75 -3.09
N 3.30 4.19 -2.71
C 3.07 5.49 -2.40
C 1.85 5.53 -1.90
N 1.28 4.31 -1.90
C 2.23 3.47 -2.41
C -0.04 3.87 -1.46
H 6.51 3.44 -2.26
H 5.25 2.46 -1.51
H 5.34 4.20 -1.10
H 4.45 2.93 -3.76
H 5.11 4.52 -3.77
H 3.73 6.33 -2.69
H 1.30 6.34 -1.47
H 2.16 2.38 -2.39
H -0.16 3.81 -0.34
H -0.26 2.84 -1.84
H -0.82 4.61 -1.70
C 9.25 -1.41 -1.89
C 8.81 -2.74 -2.45
N 7.39 -3.00 -2.26
C 6.78 -3.36 -1.06
C 5.46 -3.42 -1.31
N 5.24 -3.03 -2.63
C 6.42 -2.75 -3.14
C 4.03 -2.72 -3.32
H 10.37 -1.35 -1.91
H 9.12 -1.40 -0.84
H 8.78 -0.50 -2.30
H 9.37 -3.49 -1.92
H 8.94 -2.85 -3.50
H 7.20 -3.60 -0.10
H 4.64 -3.68 -0.66
H 6.71 -2.39 -4.10
H 3.21 -3.24 -2.76
H 4.08 -3.15 -4.32
H 3.93 -1.65 -3.40
C 3.67 -4.05 8.20
C 3.86 -4.68 6.85
N 3.31 -3.83 5.77
C 2.94 -2.49 5.76
C 2.54 -2.19 4.50
N 2.58 -3.35 3.75
C 3.07 -4.33 4.58
C 2.36 -3.35 2.30
H 4.16 -3.09 8.18
H 4.16 -4.65 8.99
H 2.65 -4.02 8.38
H 3.43 -5.63 6.65
H 4.94 -4.76 6.65
H 2.97 -1.91 6.71
H 2.17 -1.31 4.02
H 3.24 -5.36 4.28
H 2.60 -2.36 1.96
H 1.27 -3.51 2.09
H 2.97 -4.14 1.92
C -4.89 6.91 -3.13
C -5.24 6.59 -4.62
N -4.17 5.73 -5.23
C -3.97 5.53 -6.58
C -3.00 4.54 -6.68
N -2.68 4.18 -5.36
C -3.46 4.85 -4.51
C -1.73 3.08 -5.05
H -5.32 7.83 -2.63
H -3.83 7.15 -3.11
H -4.95 6.02 -2.51
H -5.05 7.55 -5.18
H -6.18 6.07 -4.77
H -4.49 6.10 -7.36
H -2.62 4.08 -7.55
H -3.51 4.68 -3.44
H -0.70 3.46 -5.19
H -1.98 2.20 -5.68
H -1.89 2.81 -4.00
O 1.80 1.07 3.43
C 0.70 0.55 2.81
O 1.00 -0.31 1.97
O -0.41 0.98 3.06
H 2.52 0.94 2.79
O 4.62 0.64 -0.47
C 3.54 0.87 0.42
O 3.85 0.91 1.60
O 2.38 1.00 -0.14
H 5.32 0.46 0.21
O 0.65 -0.54 -4.41
C 1.13 0.07 -3.30
O 2.08 0.81 -3.41
O 0.54 -0.17 -2.19
H 1.34 -0.50 -5.08
O 1.01 -2.99 -2.05
C 1.63 -3.01 -0.89
O 2.30 -4.02 -0.62
O 1.52 -2.03 -0.23
H 0.57 -2.11 -2.22
Cl -1.51 -1.52 0.04
Cl -3.50 3.35 -1.71
*
```

The molecule C8H9NO4S2, computed with ωB97M-V with the def2-TZVPD basis set.

The value obtained for the gap between HOMO and LUMO is 9.38 eV. For the HOMO energy, the calculation gives -9.47 eV. The calculation puts the relative energy (zero: lowest compared OMol25 entry of this formula, charge and spin) at 280.4 kJ/mol. For the calculated total energy, the calculation gives -1462.12608 Ha.

```
! wB97M-V def2-TZVPD RIJCOSX def2/J DEFGRID3
* xyz 0 1
C 3.34 0.88 0.52
C 3.15 0.18 -0.64
C 2.54 0.62 1.66
C 2.00 -0.61 -0.76
C 1.45 -0.21 1.55
C 1.15 -0.80 0.34
C -2.68 -0.48 0.41
C -2.91 1.34 -1.71
N -1.31 -0.90 -0.56
O -2.70 2.08 0.86
O 0.24 -2.86 -0.67
O -0.69 -2.29 1.56
O -2.63 -1.48 -0.55
S -3.40 1.11 0.05
S -0.19 -1.87 0.30
H 4.14 1.60 0.67
H 3.89 0.20 -1.44
H 2.67 1.17 2.57
H 1.80 -0.93 -1.81
H 0.81 -0.37 2.38
H -2.37 -0.60 1.39
H -3.76 1.41 -2.41
H -2.22 0.52 -1.92
H -2.32 2.28 -1.78
*
```

A cluster of 2 separate species, C28H32N2O4 in total, computed with ωB97M-V with the def2-TZVPD basis set.

The value obtained for the gap between HOMO and LUMO is 4.03 eV. For the HOMO energy, the calculation gives -6.03 eV. The calculation puts the relative energy (zero: lowest compared OMol25 entry of this formula, charge and spin) at 89.8 kJ/mol. For the calculated total energy, the calculation gives -1496.55134 Ha.

```
! wB97M-V def2-TZVPD RIJCOSX def2/J DEFGRID3
* xyz 0 1
C -0.72 1.70 -4.78
C -0.63 0.29 -4.43
C -1.78 -0.55 -4.58
O -2.92 -0.12 -4.78
C -1.46 -2.03 -4.50
C -0.17 -2.24 -5.26
O 0.95 -1.55 -4.60
C 0.69 -0.28 -4.15
O 1.56 0.33 -3.53
H 0.10 2.25 -4.28
H -0.62 1.92 -5.87
H -1.70 2.06 -4.44
H -1.39 -2.34 -3.45
H -2.25 -2.60 -4.99
H 0.13 -3.29 -5.31
H -0.28 -1.83 -6.29
C -0.49 -0.21 5.31
N 0.11 -0.21 4.01
C 1.33 -0.77 3.78
O 2.02 -1.35 4.61
C 1.62 -0.56 2.28
C 1.88 -1.88 1.56
C 3.06 -2.64 2.14
C 2.89 -3.97 2.53
C 3.98 -4.69 3.04
C 5.23 -4.07 3.17
C 5.38 -2.72 2.81
C 4.30 -2.02 2.27
N 0.42 0.11 1.80
C 0.26 0.47 0.51
C -0.81 1.24 0.04
C -0.96 1.65 -1.29
C -1.96 2.62 -1.68
C -1.69 3.58 -2.69
C -2.66 4.46 -3.15
C -3.87 4.57 -2.46
C -4.11 3.73 -1.36
C -3.23 2.70 -1.04
C -0.53 0.44 2.87
C -1.90 -0.22 2.61
C -0.58 1.95 3.14
H 0.15 -0.78 6.00
H -0.61 0.81 5.69
H -1.48 -0.68 5.27
H 2.51 0.11 2.20
H 0.98 -2.50 1.62
H 2.06 -1.65 0.50
H 1.90 -4.42 2.47
H 3.85 -5.73 3.33
H 6.08 -4.63 3.56
H 6.33 -2.22 2.94
H 4.41 -0.97 1.98
H 1.07 0.18 -0.17
H -1.54 1.60 0.77
H -0.19 1.34 -2.01
H -0.68 3.61 -3.12
H -2.45 5.07 -4.04
H -4.62 5.29 -2.79
H -5.02 3.87 -0.77
H -3.48 1.94 -0.30
H -1.77 -1.31 2.57
H -2.60 0.02 3.43
H -2.34 0.11 1.66
H 0.35 2.25 3.63
H -0.67 2.53 2.22
H -1.42 2.19 3.79
*
```

A cluster of 2 separate species, C35H29BF3NO2S in total, computed with ωB97M-V with the def2-TZVPD basis set.

The value obtained for the gap between HOMO and LUMO is 2.93 eV. For the HOMO energy, the calculation gives -6.02 eV. The calculation puts the relative energy (zero: lowest compared OMol25 entry of this formula, charge and spin) at 0.0 kJ/mol. For the calculated total energy, the calculation gives -2279.03537 Ha.

```
! wB97M-V def2-TZVPD RIJCOSX def2/J DEFGRID3
* xyz 0 1
C -3.86 -2.12 -0.52
C -2.82 -1.33 0.17
N -3.12 -0.64 1.29
C -2.04 0.13 1.71
C -0.99 -0.09 0.79
C 0.24 0.53 1.02
C 0.38 1.34 2.16
C -0.65 1.46 3.10
C -1.89 0.84 2.89
C -1.48 -1.04 -0.21
C -0.77 -1.59 -1.28
C 0.29 -0.98 -2.01
C 0.59 0.42 -2.05
C 1.72 0.89 -2.70
C 2.57 0.01 -3.38
C 3.86 0.49 -3.98
C 2.21 -1.35 -3.48
C 1.08 -1.82 -2.85
H -3.48 -2.45 -1.49
H -4.13 -3.01 0.08
H -4.78 -1.53 -0.67
H -4.02 -0.69 1.76
H 1.05 0.36 0.32
H 1.33 1.85 2.32
H -0.48 2.04 4.01
H -2.71 0.86 3.61
H -1.14 -2.55 -1.67
H -0.11 1.13 -1.60
H 1.97 1.95 -2.67
H 4.38 -0.35 -4.45
H 3.69 1.26 -4.74
H 4.52 0.92 -3.22
H 2.85 -2.02 -4.05
H 0.75 -2.85 -2.99
C 6.67 -8.67 5.08
C 5.36 -8.14 4.62
C 4.10 -8.62 4.89
C 3.04 -7.90 4.21
C 3.50 -6.89 3.39
B 2.68 -5.84 2.43
C 2.31 -6.67 1.02
C 3.30 -6.90 0.08
C 3.01 -7.57 -1.13
C 1.73 -8.03 -1.35
C 1.38 -8.75 -2.64
F 0.94 -10.03 -2.39
F 0.35 -8.12 -3.30
F 2.41 -8.84 -3.50
C 0.74 -7.84 -0.41
C 1.03 -7.17 0.79
O 1.49 -5.44 3.24
C 1.60 -4.11 3.39
C 2.77 -3.60 2.75
C 3.01 -2.21 2.71
C 2.08 -1.39 3.33
C 0.91 -1.89 3.91
C 0.65 -3.25 3.96
O 3.47 -4.58 2.15
S 5.24 -6.75 3.58
H 6.51 -9.50 5.77
H 7.25 -9.05 4.23
H 7.25 -7.90 5.59
H 3.93 -9.46 5.56
H 2.00 -8.18 4.35
H 4.33 -6.60 0.28
H 3.79 -7.72 -1.86
H -0.26 -8.23 -0.58
H 0.24 -7.07 1.54
H 3.88 -1.84 2.21
H 2.26 -0.31 3.35
H 0.18 -1.20 4.34
H -0.24 -3.67 4.40
*
```

A structure of composition C19H20Cl3F2N3OS2Ti, computed with ωB97M-V with the def2-TZVPD basis set.

The value obtained for the gap between HOMO and LUMO (alpha / beta) is 3.99 / 3.98 eV. For the HOMO energy (alpha / beta), the calculation gives 0.28 / 0.29 eV. The calculation puts the relative energy (zero: lowest compared OMol25 entry of this formula, charge and spin) at 175.0 kJ/mol. For the calculated total energy, the calculation gives -4201.71678 Ha.

```
! wB97M-V def2-TZVPD RIJCOSX def2/J DEFGRID3
* xyz -2 1
Ti -0.20 0.22 -0.18
C 1.03 -4.30 3.27
S -0.59 -3.51 3.45
C -0.42 -2.08 2.35
S 1.02 -1.17 2.38
N -1.54 -1.84 1.75
N -1.62 -0.73 0.96
C -2.88 -0.38 0.62
C -3.04 0.75 -0.14
C -4.31 1.28 -0.53
C -4.38 2.46 -1.20
C -3.17 3.15 -1.51
C -1.98 2.58 -1.16
N -1.86 1.40 -0.51
H 1.17 -4.96 4.13
H 1.06 -4.87 2.34
H 1.79 -3.52 3.26
H -3.72 -0.95 0.99
H -5.20 0.72 -0.27
H -5.34 2.87 -1.50
H -3.19 4.10 -2.02
H -1.05 3.08 -1.41
Cl 5.67 -4.10 -0.44
C 4.09 -3.36 -0.50
C 3.98 -1.98 -0.48
C 2.72 -1.42 -0.51
Cl 2.52 0.29 -0.50
C 1.52 -2.17 -0.54
O 0.36 -1.63 -0.53
C 1.72 -3.57 -0.61
Cl 0.31 -4.57 -0.74
C 2.97 -4.16 -0.57
H 4.86 -1.35 -0.44
H 3.06 -5.24 -0.60
F 0.74 2.84 -0.01
C 0.38 1.87 1.00
F 1.53 1.83 1.79
H -0.34 2.41 1.63
C -0.82 0.27 -4.72
C -1.20 0.14 -3.24
C -1.76 -1.26 -2.97
C 0.00 0.43 -2.32
H -1.68 0.12 -5.38
H -0.06 -0.47 -4.98
H -0.40 1.26 -4.92
H -1.99 0.87 -3.04
H -1.05 -2.02 -3.31
H -2.71 -1.41 -3.50
H -1.93 -1.41 -1.91
H 0.34 1.47 -2.51
H 0.82 -0.22 -2.67
*
```

A structure of composition C29H27BBaF4N2OPSe2, computed with ωB97M-V with the def2-TZVPD basis set.

The value obtained for the gap between HOMO and LUMO is 7.60 eV. For the HOMO energy, the calculation gives -10.93 eV. The calculation puts the relative energy (zero: lowest compared OMol25 entry of this formula, charge and spin) at 26.1 kJ/mol. For the calculated total energy, the calculation gives -6900.22403 Ha.

```
! wB97M-V def2-TZVPD RIJCOSX def2/J DEFGRID3
* xyz 1 1
Ba -0.03 0.13 0.96
Se 0.93 2.27 -1.04
Se 2.49 2.09 0.73
C 3.40 0.63 -0.12
C 4.55 0.11 0.44
C 5.12 -0.98 -0.19
C 4.52 -1.49 -1.33
C 3.37 -0.89 -1.81
N 2.82 0.17 -1.21
C -0.30 3.34 0.01
C -0.54 4.64 -0.41
C -1.46 5.40 0.29
C -2.09 4.85 1.40
C -1.77 3.55 1.75
N -0.89 2.80 1.07
H 4.99 0.54 1.34
H 6.02 -1.43 0.21
H 4.93 -2.35 -1.84
H 2.87 -1.25 -2.69
H -0.02 5.04 -1.27
H -1.68 6.42 -0.01
H -2.81 5.41 1.97
H -2.23 3.08 2.61
C -7.16 0.79 1.15
C -6.83 0.99 -0.19
C -5.57 0.64 -0.65
C -4.63 0.08 0.21
C -4.97 -0.11 1.55
C -6.23 0.24 2.02
P -2.99 -0.49 -0.31
C -3.31 -2.12 -1.05
C -2.78 -3.25 -0.42
C -3.03 -4.52 -0.94
C -3.81 -4.66 -2.07
C -4.33 -3.54 -2.71
C -4.09 -2.28 -2.20
C -2.54 0.55 -1.74
C -1.72 0.02 -2.74
C -1.23 0.83 -3.75
C -1.55 2.18 -3.79
C -2.37 2.71 -2.80
C -2.85 1.91 -1.77
H -8.14 1.07 1.50
H -7.55 1.42 -0.87
H -5.32 0.79 -1.70
H -4.25 -0.54 2.23
H -6.49 0.08 3.05
H -2.16 -3.14 0.46
H -2.62 -5.39 -0.45
H -4.01 -5.64 -2.47
H -4.94 -3.65 -3.60
H -4.49 -1.40 -2.70
H -1.47 -1.04 -2.73
H -0.60 0.41 -4.52
H -1.19 2.81 -4.59
H -2.65 3.76 -2.83
H -3.49 2.33 -1.01
F 0.48 -1.84 -0.57
B 0.88 -2.57 0.59
F 2.03 -1.93 1.07
F -0.14 -2.30 1.59
F 0.98 -3.90 0.34
C 0.50 -0.72 4.57
O 0.55 0.32 3.57
H -0.53 -0.87 4.91
H 1.13 -0.49 5.42
H 0.86 -1.63 4.10
H 0.67 1.17 4.00
*
```

A cluster of 2 separate species, C4H11BBrNO2 in total, computed with ωB97M-V with the def2-TZVPD basis set.

The value obtained for the gap between HOMO and LUMO (alpha / beta) is 7.58 / 7.93 eV. For the HOMO energy (alpha / beta), the calculation gives -7.34 / -9.85 eV. For the calculated total energy, the calculation gives -2962.97699 Ha. As for the expectation value of S²: 2.010.

```
! wB97M-V def2-TZVPD RIJCOSX def2/J DEFGRID3
* xyz 0 3
B -1.83 0.22 -0.77
C 2.69 0.29 0.38
C 1.24 0.31 -0.21
C 0.25 0.57 0.98
C -1.13 0.39 0.60
N -1.52 -1.96 0.64
O -3.14 0.57 -0.98
O -1.11 -0.04 -1.93
Br -0.18 -2.72 1.63
H 3.04 1.31 0.90
H 2.84 -0.61 1.10
H 3.32 0.05 -0.34
H 1.19 -0.71 -0.70
H 1.28 1.19 -0.89
H 0.57 1.56 1.29
H 0.72 -0.23 1.66
H -1.94 0.55 1.48
H -1.44 -1.95 -0.39
H -3.55 0.69 -1.83
H -1.32 0.51 -2.62
*
```

The molecule C2H3N3O4S, computed with ωB97M-V with the def2-TZVPD basis set.

The value obtained for the gap between HOMO and LUMO is 10.07 eV. The SMILES is CS(=O)(=O)O/[N+]([O-])=N/C#N. For the HOMO energy, the calculation gives -10.75 eV. The calculation puts the relative energy (zero: lowest compared OMol25 entry of this formula, charge and spin) at 246.9 kJ/mol. For the calculated total energy, the calculation gives -941.20551 Ha.

```
! wB97M-V def2-TZVPD RIJCOSX def2/J DEFGRID3
* xyz 0 1
C -3.43 -1.09 0.02
C 2.53 -0.05 -0.03
N -4.54 -1.09 -0.28
N -2.15 -1.25 0.29
N -1.38 -0.26 0.12
O -1.62 0.89 -0.11
O -0.08 -0.50 0.26
O 0.95 1.83 1.20
O 0.70 1.51 -1.19
S 0.98 0.99 0.10
H 1.98 -1.05 -0.04
H 2.75 0.18 -1.02
H 3.32 -0.13 0.69
*
```

Listing max |F| for the structures above in their given order: 0.131; 0.121; 0.040; 0.038; 0.030; 0.016; 0.108; 0.091 Eh/bohr.